[1]
ORCA calculation (ωB97M-V/def2-TZVPD) on a structure of composition C21H29N10PdS2.

Structure (ORCA input):
```
! wB97M-V def2-TZVPD RIJCOSX def2/J DEFGRID3
* xyz 3 5
Pd -0.3201 -0.6622 0.0129
S 1.7126 -0.2230 1.0358
C 1.7839 1.4893 0.6750
N 2.9046 2.0528 0.9995
N 3.2137 3.3168 0.7147
C 2.9804 4.1399 -0.3491
C 3.3981 5.4838 -0.1733
C 3.2571 6.3809 -1.2027
C 2.7377 5.9501 -2.4256
C 2.3619 4.6125 -2.6139
C 2.4721 3.7038 -1.5924
N 0.6995 2.2488 0.2402
N -0.3679 1.6288 0.0326
C -1.4887 2.4156 -0.2821
C -1.4554 3.8182 -0.2392
C -2.5928 4.5226 -0.5642
C -3.7577 3.8493 -0.9347
C -3.7900 2.4610 -0.9793
C -2.6566 1.7426 -0.6483
H 3.8729 3.6816 1.3971
H 3.8122 5.7978 0.7773
H 3.5584 7.4102 -1.0692
H 2.6440 6.6503 -3.2447
H 1.9983 4.2909 -3.5799
H 2.2169 2.6678 -1.7551
H -0.5536 4.3321 0.0582
H -2.5868 5.6031 -0.5278
H -4.6447 4.4145 -1.1873
H -4.6945 1.9471 -1.2721
H -2.6680 0.6602 -0.6779
C -3.6942 -1.1591 4.7813
N -3.4762 -1.3491 3.3470
C -2.3696 -1.0773 2.6887
N -1.3268 -0.5259 3.2963
S -2.3201 -1.4988 1.0023
H -4.3949 -1.9166 5.1208
H -4.1041 -0.1704 4.9839
H -2.7647 -1.3032 5.3289
H -4.2465 -1.7098 2.8037
H -1.3844 -0.1902 4.2455
H -0.4878 -0.3278 2.7734
C 1.6146 -2.9369 -1.3657
N 0.3138 -2.8806 -0.6473
C -0.6473 -3.5771 -1.5424
N -0.1845 -4.9359 -1.7806
C 1.0608 -4.9983 -2.5566
N 1.9372 -4.3365 -1.6041
C 2.1380 -5.0724 -0.3490
N 0.8574 -5.0536 0.3638
C 0.4527 -3.6832 0.6170
C -0.1059 -5.6991 -0.5243
H 2.3966 -2.4878 -0.7543
H 1.5409 -2.4140 -2.3193
H -0.7245 -3.0400 -2.4879
H -1.6251 -3.6167 -1.0610
H 0.9882 -4.4410 -3.4875
H 1.3675 -6.0262 -2.7316
H 2.9100 -4.5664 0.2294
H 2.4422 -6.0942 -0.5665
H 1.1935 -3.1926 1.2487
H -0.5104 -3.6737 1.1255
H -1.0936 -5.7111 -0.0633
H 0.1999 -6.7214 -0.7391
*
```

Calculated values
E_tot (eV): -62269.87795
Orbital gap (alpha / beta) (Eh): 0.2453 / 0.2037
Energy above the lowest of the compared OMol25 structures with the same formula, charge and spin (kcal/mol): 5.6
Molar mass (g/mol): 592.1
⟨S²⟩: 6.07
Max |F| (eV Å⁻¹): 0.43

---

[2]
ORCA calculation (ωB97M-V/def2-TZVPD) on an isolated molecule of C21H29N3O4S2.

Structure (ORCA input):
```
! wB97M-V def2-TZVPD RIJCOSX def2/J DEFGRID3
* xyz 0 1
C -1.3268 -2.3381 2.3619
H -1.7558 -2.3144 3.3603
H -0.4487 -2.9799 2.3822
H -1.0109 -1.3336 2.0927
C -2.3265 -2.8651 1.3383
H -2.7251 -3.8207 1.6834
H -1.8005 -3.0392 0.3975
C -3.5035 -1.9169 1.0607
N -2.9674 -0.7389 0.3729
C -3.6869 0.3433 0.0486
O -4.8305 0.5705 0.3943
C -2.9559 1.3683 -0.8348
N -1.5139 1.3722 -0.7238
C -0.7840 0.9851 -1.7891
O -1.2902 0.6453 -2.8441
C 0.7442 0.9862 -1.6883
N 1.2438 -0.1891 -2.3730
S 0.9215 -1.5565 -1.4456
O 0.9389 -2.7015 -2.2988
O -0.2481 -1.3304 -0.6269
C 2.3606 -1.5443 -0.3953
C 3.5845 -1.8250 -0.9724
C 4.7262 -1.7703 -0.1957
C 4.6535 -1.4305 1.1540
C 3.4110 -1.1539 1.7124
C 2.2632 -1.2108 0.9400
H 1.2918 -1.0137 1.3648
H 3.3393 -0.8915 2.7574
C 5.8970 -1.3878 1.9856
H 6.7012 -0.8890 1.4494
H 6.2269 -2.4019 2.2101
H 5.7223 -0.8699 2.9246
H 5.6875 -1.9909 -0.6355
H 3.6172 -2.0871 -2.0173
H 0.7964 -0.2831 -3.2795
H 1.1332 1.8810 -2.1830
H 1.1188 0.9442 -0.6685
C -0.9527 1.7138 0.5677
C -0.0877 2.9335 0.5083
C -0.3010 4.0868 -0.1797
C 0.7362 5.0324 -0.0085
C 1.7221 4.5840 0.8060
S 1.4106 2.9924 1.3798
H 2.6161 5.0869 1.1157
H 0.7398 6.0027 -0.4712
H -1.1678 4.2578 -0.7921
H -1.7959 1.8892 1.2439
H -0.3797 0.8701 0.9694
H -3.3579 2.3581 -0.5954
H -3.2016 1.1379 -1.8761
H -2.0714 -0.8820 -0.0790
C -4.2004 -1.4978 2.3570
H -5.0945 -0.9271 2.1261
H -3.5469 -0.8748 2.9614
H -4.4781 -2.3805 2.9272
C -4.5087 -2.6114 0.1338
H -4.0168 -2.9309 -0.7822
H -5.3082 -1.9200 -0.1193
H -4.9402 -3.4804 0.6233
*
```

Calculated values
E_tot (eV): -56579.56056
Orbital gap (Eh): 0.3434
SMILES: CCC(C)(C)NC(=O)CN(Cc1cccs1)C(=O)CNS(=O)(=O)c1ccc(C)cc1
Energy above the lowest of the compared OMol25 structures with the same formula, charge and spin (kcal/mol): 8.9
Molar mass (g/mol): 451.6
Max |F| (eV Å⁻¹): 0.90

---

[3]
ORCA calculation (ωB97M-V/def2-TZVPD) on an isolated molecule of C21H29N5O4.

Structure (ORCA input):
```
! wB97M-V def2-TZVPD RIJCOSX def2/J DEFGRID3
* xyz 0 1
C -3.3501 -2.3098 1.5013
H -4.3074 -2.2534 2.0125
C -2.4103 -1.2402 2.0435
N -1.0713 -1.3616 1.4837
C -0.0517 -1.7997 2.2605
O -0.1747 -2.0062 3.4514
C 1.2847 -1.9537 1.5388
N 1.7104 -0.6595 1.0211
C 2.2645 0.2099 2.0515
H 1.6376 0.1436 2.9421
C 3.7203 -0.1294 2.4125
C 4.3096 0.8900 3.3760
H 5.3428 0.6339 3.5914
H 4.2868 1.8794 2.9268
H 3.7411 0.8997 4.3016
O 4.5237 -0.1395 1.2445
C 4.0577 -1.0699 0.2823
C 5.0016 -1.0205 -0.9098
H 6.0137 -1.2421 -0.5840
H 4.6975 -1.7467 -1.6582
H 4.9905 -0.0259 -1.3474
C 2.6160 -0.7203 -0.1155
H 2.2335 -1.4430 -0.8382
H 2.6193 0.2724 -0.5810
H 4.0694 -2.0816 0.7255
H 3.7520 -1.1313 2.8745
H 2.2357 1.2356 1.6657
H 1.1523 -2.6508 0.7103
H 1.9904 -2.3968 2.2537
C -0.9264 -1.1197 0.0921
C -0.7610 0.1740 -0.3455
N -0.7653 1.2013 0.5401
H -0.4313 2.1042 0.2539
H -0.5869 0.9343 1.4950
N -0.6449 0.4556 -1.6815
C -0.6689 -0.5440 -2.6479
O -0.5695 -0.3001 -3.8286
N -0.8024 -1.8097 -2.1636
C -0.9178 -2.2207 -0.8275
O -0.9795 -3.4039 -0.5659
H -0.8035 -2.5490 -2.8578
C -0.5032 1.8251 -2.1526
C -1.6974 2.6807 -1.8152
C -1.5302 3.9835 -1.3646
C -2.6306 4.7705 -1.0722
C -3.9078 4.2580 -1.2182
C -4.0812 2.9593 -1.6671
C -2.9824 2.1757 -1.9680
H -3.1191 1.1671 -2.3293
H -5.0757 2.5572 -1.7880
H -4.7661 4.8701 -0.9864
H -2.4889 5.7838 -0.7275
H -0.5345 4.3909 -1.2525
H 0.4208 2.2617 -1.7572
H -0.4015 1.7462 -3.2413
H -2.8009 -0.2426 1.8140
H -2.3012 -1.3492 3.1246
H -3.5144 -2.1753 0.4347
H -2.9208 -3.2953 1.6584
*
```

Calculated values
E_tot (eV): -37890.35980
Orbital gap (Eh): 0.3141
SMILES: CCN(C(=O)CN1C[C@@H](C)O[C@@H](C)C1)c1c(N)n(Cc2ccccc2)c(=O)[nH]c1=O
Energy above the lowest of the compared OMol25 structures with the same formula, charge and spin (kcal/mol): 0.0
Molar mass (g/mol): 415.5
Max |F| (eV Å⁻¹): 0.79